Formula: C53H107N5O9
Source: the Open Molecules 2025 dataset
Level of theory: ωB97M-V/def2-TZVPD

Calculated values
SMILES = CC1(C)CCCC(C)(C)N1O.CC1(C)CCCC(C)(C)N1O.CC1(C)CCCC(C)(C)N1O.CC1(C)CCCC(C)(C)N1O.CC1(C)CCCC(C)(C)N1O.O=C1CCCO1.O=C1CCCO1
2S+1 = 1
Energy above the lowest of the compared OMol25 structures with the same formula, charge and spin = 71.77 kJ/mol
E = -3034.28766 hartree
Orbital gap = 8.8 eV

Cartesian coordinates (Å):
O (1.0228, -0.6478, 4.8484)
O (-3.1727, 2.5385, 4.9158)
O (-3.5965, 1.9330, 2.7479)
O (0.0414, -1.3228, 1.1720)
O (-1.1773, -1.1274, -6.9549)
O (4.6921, 5.8007, 1.0992)
O (-4.0475, 1.2301, -0.0950)
O (5.4290, -3.1241, -2.4458)
O (0.6498, 0.6055, 2.0710)
N (-5.3425, 0.7730, -0.0909)
N (3.2940, 5.9105, 0.6961)
N (4.6705, -3.9191, -1.5966)
N (0.5034, -1.7393, 4.1355)
N (-1.0666, 0.1339, -6.2539)
C (1.6917, 5.8938, -1.1233)
C (2.7583, -2.1987, 3.3410)
C (3.2863, 3.4578, 1.3185)
C (-6.0673, 1.4815, -1.1642)
C (-0.6480, -1.7306, -0.0445)
C (2.5577, 5.3229, 2.9231)
C (-0.0049, -1.3840, -4.4320)
C (3.7113, -2.0530, -0.2308)
C (3.7725, 7.2962, -1.1862)
C (1.1732, 4.5674, -0.6038)
C (-0.6351, -0.5408, -0.9303)
C (-3.1017, -0.4273, -4.7859)
C (1.1625, 4.6443, 0.9120)
C (-4.5566, -1.0571, 1.3395)
C (-0.6648, -2.3119, 6.4395)
C (6.5675, -5.4225, -1.6088)
C (0.3671, 1.1627, -4.5811)
C (-2.0203, 2.7173, 5.7505)
C (2.5926, 4.8533, 1.4676)
C (-3.2655, 0.7960, -6.9695)
C (-0.8130, -2.1134, 4.8985)
C (-7.4304, 0.8419, -1.0924)
C (1.5594, -2.7565, 4.1574)
C (-6.1250, 2.9664, -0.7392)
C (2.5885, -2.9883, -2.2801)
C (3.2215, 5.9466, -0.7546)
C (3.4837, -3.2953, -1.0658)
C (-0.9664, 3.3036, 4.8300)
C (2.8072, -4.4520, -0.2309)
C (-7.4535, -0.7306, -1.1590)
C (-0.5031, 0.6301, 0.0062)
C (6.3948, -3.6586, 0.2429)
C (4.0207, 4.8387, -1.4495)
C (0.1467, 0.0347, 1.1850)
C (-5.1563, -0.7092, 0.0055)
C (-6.5825, -1.2989, 0.0042)
C (-2.8256, 2.2525, 3.5970)
C (2.1458, -3.0683, 5.5641)
C (-4.2614, -1.2784, -1.1470)
C (-2.3704, 0.5984, -5.6796)
C (-1.7909, -1.0662, 4.5147)
C (-0.9044, 1.6867, -3.9671)
C (-1.3462, 2.6382, 3.4819)
C (-0.2444, -4.5657, 4.1886)
C (5.6233, -4.6382, -0.6956)
C (0.1166, -0.1213, -5.3629)
C (-2.1134, 1.8816, -4.9216)
C (1.2200, -0.4838, -6.3325)
C (0.9941, -4.0041, 3.4859)
C (3.6731, -5.0578, 0.8353)
C (4.9372, -5.6356, 0.1786)
C (-5.4602, 1.3954, -2.5868)
C (-1.2773, -3.4388, 4.3362)
H (3.8992, 4.9545, -2.5294)
H (-0.7173, 2.6185, -3.4772)
H (3.2161, -2.5915, -3.1269)
H (5.0938, 4.9521, -1.2570)
H (-6.6425, -2.3900, 0.1035)
H (-3.5452, -0.7673, 1.4839)
H (-3.2300, -0.9500, -1.0222)
H (-1.7492, -3.2528, 3.3772)
H (0.9591, -1.3788, -3.9436)
H (-5.8505, 2.2394, -3.1452)
H (-5.6893, 0.4153, -3.1210)
H (1.9384, -4.0062, 0.2733)
H (3.4475, -2.9951, 2.9451)
H (-8.1491, 1.2063, -1.8771)
H (-0.1836, -2.2611, -5.0696)
H (-1.8307, -0.8920, 3.4652)
H (2.5214, -5.2745, -0.9373)
H (4.8151, 6.6682, 1.4842)
H (3.7003, 7.2840, -2.2802)
H (-2.3498, 3.4227, 6.5161)
H (1.3109, 0.3352, -7.1287)
H (0.7309, -3.6572, 2.4707)
H (-0.6661, 1.7422, 3.4315)
H (7.1383, -6.1151, -1.0447)
H (2.3631, -1.5192, 2.5523)
H (-1.2031, 0.9855, -3.1298)
H (1.6388, 5.9502, -2.2162)
H (-1.6809, -2.1004, 6.8989)
H (-2.6875, 1.3236, -7.7443)
H (0.6522, 5.5828, 1.1886)
H (-2.7872, -1.5184, 4.6786)
H (-6.9930, -1.0054, 0.9475)
H (0.0395, 1.5171, -0.3343)
H (-0.0580, -1.4989, 6.8574)
H (1.2359, 6.7963, -0.7151)
H (-6.7470, 3.3818, -1.5085)
H (-8.4182, -1.2191, -1.0419)
H (1.8535, -4.6929, 3.3263)
H (-1.5312, 0.8974, 0.2851)
H (1.1248, 0.9524, -3.8182)
H (3.7403, 3.8226, -1.1463)
H (5.7872, -2.4075, -1.8554)
H (1.0215, -1.4458, -6.7598)
H (4.3794, 3.4998, 1.2256)
H (7.2072, -4.7669, -2.1230)
H (0.1652, -5.0536, 5.0974)
H (2.8594, 2.8552, 0.5376)
H (-0.1589, -2.6015, -0.3995)
H (4.8571, 7.3241, -0.9649)
H (7.1520, -4.2585, 0.7236)
H (2.0931, -3.8936, -2.6128)
H (5.6595, -5.9968, 0.9255)
H (-4.1961, -2.3850, -0.9938)
H (3.5162, 5.7732, 3.2349)
H (5.7333, -3.2391, 0.9699)
H (-1.6173, -1.9589, 0.3154)
H (-4.1722, 1.4194, -6.6767)
H (-0.6964, -5.3652, 3.6035)
H (-0.3538, -3.2671, 6.8567)
H (0.2051, 4.3163, -1.0118)
H (-4.6816, -1.1206, -2.1605)
H (-2.0923, -3.7015, 4.9884)
H (-6.5929, 3.1288, 0.2605)
H (1.8038, 3.8183, -1.0232)
H (6.9175, -2.8420, -0.2090)
H (-1.7240, 1.7461, 6.1536)
H (-1.5371, -1.8244, -6.3584)
H (-4.1615, -0.1655, -4.7857)
H (-4.6535, -2.0979, 1.4659)
H (4.5705, -6.4563, -0.4105)
H (2.1899, -0.5941, -5.9037)
H (3.2572, 8.1768, -0.7122)
H (3.8460, -4.3373, 1.6626)
H (-5.1472, -0.5196, 2.1475)
H (-3.0067, 2.2125, -4.3343)
H (0.2169, -0.6072, -1.6072)
H (0.8863, 0.0532, 4.2449)
H (6.0696, -5.9137, -2.4086)
H (3.3503, -1.6379, 3.9962)
H (-0.0121, 2.9067, 5.1301)
H (1.6917, 5.9915, 3.0389)
H (-1.5778, -0.1305, 5.1355)
H (0.6374, 3.7970, 1.4188)
H (-4.3767, 1.4833, -2.5099)
H (3.1865, 2.8072, 2.2186)
H (3.1196, -5.8923, 1.3362)
H (-1.7617, 2.5555, -5.6691)
H (2.3449, 4.5164, 3.6296)
H (-0.7749, 4.3769, 4.8155)
H (-0.7424, -1.3949, -3.6179)
H (-2.8962, -1.4453, -5.1468)
H (-2.7417, -0.5702, -3.7999)
H (-1.5807, -0.5083, -1.5097)
H (-3.8457, 1.4459, 0.8383)
H (-1.1277, 3.1364, 2.4909)
H (-3.6092, -0.2045, -7.3407)
H (-7.8900, 1.1215, -0.1558)
H (2.7877, -1.6807, 0.2430)
H (4.3498, -2.0742, 0.6575)
H (-5.2044, 3.5004, -0.7564)
H (3.1388, -3.4947, 5.5444)
H (1.7287, -2.4228, -1.9187)
H (-7.0276, -1.0873, -2.1200)
H (4.1723, -1.1762, -0.7988)
H (2.2486, -2.1896, 6.1771)
H (0.6739, 1.8820, -5.3126)
H (1.5421, -3.8435, 6.0857)

Forces on the atoms, in the same order (eV/Å):
O 0.4 0.0 1.1
O -0.8 -1.1 -1.3
O -0.4 -0.4 0.0
O 0.4 0.5 -0.5
O -1.4 0.4 -0.2
O -0.7 0.3 -0.4
O 2.3 1.5 0.7
O 0.3 1.7 0.6
O 1.7 1.6 2.6
N 0.0 -1.1 0.6
N 0.1 -0.3 1.2
N 0.7 -2.0 0.3
N -1.4 -1.1 1.6
N 0.7 -1.4 0.7
C 1.7 -0.3 -0.3
C -1.0 -0.7 -1.2
C 0.8 -0.4 1.6
C 0.5 -0.8 0.5
C 0.4 0.5 1.8
C -0.4 -0.1 0.2
C -0.4 0.8 -0.2
C 0.4 2.4 0.5
C 0.6 0.2 -0.2
C -1.0 0.8 0.1
C -0.3 0.3 -1.9
C 0.4 -0.5 -1.1
C 0.0 0.7 0.6
C -1.3 1.8 1.1
C -1.5 2.0 0.5
C -0.4 0.9 0.4
C -0.5 -0.8 -0.4
C -0.6 1.0 -0.4
C 0.4 -1.8 -0.4
C -0.7 0.3 1.1
C 2.9 -1.6 -0.6
C -2.3 -1.0 -1.0
C 1.2 -0.4 0.3
C -1.3 -0.8 0.3
C 0.3 -0.1 0.1
C -0.7 0.2 0.0
C -0.3 -1.3 0.2
C 0.8 -0.5 -0.8
C -0.4 0.6 -0.6
C 1.7 -0.1 0.5
C -0.8 0.2 -0.6
C -0.1 -1.2 -0.5
C 0.3 0.0 -0.2
C -1.0 -2.0 -1.0
C -1.1 -0.2 -1.8
C 0.0 0.3 -0.8
C 1.5 1.6 1.7
C -0.9 -1.2 0.2
C -0.7 -1.2 0.6
C -0.7 -1.4 -1.1
C -1.0 0.8 1.9
C -1.4 -1.1 1.5
C 1.2 -0.8 -0.9
C 1.0 0.0 0.0
C 0.4 1.1 -0.7
C -1.1 -0.5 0.4
C 1.0 -0.8 0.7
C 0.5 1.7 -1.2
C 0.4 0.3 -1.1
C 0.2 -0.6 1.1
C -1.1 0.4 1.2
C -0.1 -1.2 0.2
C -0.1 -0.4 0.0
H -0.1 -0.2 0.0
H 0.2 0.8 0.4
H -1.0 0.1 1.0
H -0.2 0.0 0.1
H 0.5 0.0 -0.6
H 1.1 0.2 -0.1
H -0.4 0.4 -0.3
H 0.1 -0.1 -0.5
H 0.4 -0.7 0.0
H 0.0 0.0 -0.4
H 0.1 1.4 0.7
H -0.2 -0.2 -0.4
H -1.0 0.6 0.2
H 0.9 0.0 0.4
H 0.5 0.0 0.5
H 0.6 0.4 -0.9
H 0.0 0.9 0.5
H 0.3 0.2 0.2
H -0.1 0.6 0.1
H 0.2 -0.4 0.2
H -0.2 -1.3 0.9
H -0.1 -0.2 0.1
H -1.2 0.4 -0.2
H 0.6 -0.7 0.6
H 0.5 -0.6 0.3
H 0.1 0.7 -0.8
H -0.1 0.0 0.1
H 0.8 -0.4 -0.6
H -0.3 -0.3 0.3
H -0.4 -0.4 -0.1
H 0.1 0.7 0.6
H -0.6 0.6 0.6
H -0.2 -0.2 -0.1
H 0.2 -0.3 -0.1
H -0.3 -0.2 0.2
H -0.6 0.8 -0.2
H -0.4 0.6 -0.2
H -0.8 0.0 0.4
H 0.2 0.4 0.2
H 0.1 0.4 -0.2
H 0.1 0.4 -0.2
H -0.2 -0.6 -0.9
H -0.2 -0.2 -0.6
H -0.3 0.3 -0.4
H 1.2 1.0 -0.4
H -0.9 0.5 0.0
H -0.1 -0.1 -0.6
H 0.4 -0.8 -0.5
H -0.5 0.2 0.0
H 0.3 -0.1 0.4
H 0.4 -0.5 -0.3
H -0.3 -0.1 -0.2
H -0.2 0.6 -0.2
H -0.6 0.0 -0.2
H -0.2 0.0 0.6
H -1.3 -0.5 -0.1
H 1.0 -0.8 -0.4
H 0.0 -0.1 -0.1
H 0.2 0.0 -0.6
H -0.6 0.2 0.1
H 0.5 0.1 0.7
H -0.5 -0.6 0.3
H 0.3 -0.4 -0.7
H 0.6 -0.8 0.1
H 0.3 0.5 -0.7
H 0.0 0.2 0.1
H 0.2 0.8 -0.3
H 0.1 -0.4 0.1
H 0.0 -1.4 0.4
H 0.1 -0.6 -0.4
H 0.8 0.2 0.9
H 0.4 -1.0 -0.6
H 0.3 -0.3 -0.7
H 0.6 -0.7 -0.8
H 0.7 -0.1 -0.8
H -0.1 0.1 -0.2
H 0.0 1.4 -1.2
H -0.9 -0.7 -0.4
H 0.9 1.1 0.9
H 0.5 -0.2 0.1
H 0.6 0.4 0.0
H -0.8 -1.1 -1.0
H 0.7 0.5 -0.3
H 0.0 0.1 -0.1
H -0.4 0.7 -0.3
H 0.3 0.6 -0.4
H -0.2 1.2 -0.5
H 0.1 -0.3 -0.2
H -0.9 0.1 0.0
H 0.0 0.4 -0.4
H -0.8 0.1 -0.5
H 0.3 0.8 1.3
H 0.9 0.1 0.1
H -0.2 0.2 -0.4
H -0.5 -0.1 1.3
H 0.3 1.0 0.2
H -0.1 0.1 0.5
H -0.1 -0.1 -0.7
H 0.0 -0.8 -0.3
H 1.0 0.0 -0.1
H 0.4 -0.2 -0.6
H 0.3 0.8 -0.4
H -0.3 0.2 0.4
H -0.8 -1.1 0.2
H -0.3 0.4 0.2
H 0.8 0.6 -0.3
H 0.3 0.7 -0.1

These are the Löwdin partial charges, in e, on atoms 1 to 4: number 1, O, carries -0.04; number 2, O, carries 0.00; number 3, O, carries 0.12; number 4, O, carries 0.01